1.
17
Properties=species:S:1:pos:R:3:forces:R:3 method="wB97M-V/def2-TZVPD" largest_force_ev_per_a=0.347 homo_ev=-9.469 molar_mass_da=102.1 smiles=COC[C@H]1C[C@H]1O energy_ha=-346.9280 homo_lumo_gap_ev=10.45 de_lowest_kcal_mol=61.12
C 2.041 0.553 0.422 0.2 0.2 -0.1
O 1.366 -0.691 0.470 0.0 0.0 0.0
C 0.497 -0.962 -0.638 -0.1 -0.1 -0.1
C -0.625 0.055 -0.784 0.2 0.1 0.0
C -2.057 -0.281 -0.412 -0.2 -0.1 0.0
C -1.242 0.583 0.491 -0.1 0.2 -0.2
O -0.818 0.071 1.712 0.0 -0.1 0.1
H 2.968 0.465 -0.157 -0.1 0.0 0.0
H 2.290 0.833 1.450 0.0 -0.1 -0.2
H 1.412 1.344 -0.004 0.1 -0.1 0.0
H 1.095 -1.016 -1.557 -0.1 0.0 0.1
H 0.101 -1.960 -0.429 0.1 0.2 -0.1
H -0.509 0.765 -1.601 0.0 -0.1 0.2
H -2.857 0.178 -0.988 0.2 -0.1 0.1
H -2.265 -1.288 -0.057 0.1 0.2 0.0
H -1.470 1.649 0.520 0.0 -0.2 0.0
H 0.074 -0.299 1.561 -0.2 0.0 0.2

2.
23
Properties=species:S:1:pos:R:3:forces:R:3 method="wB97M-V/def2-TZVPD" largest_force_ev_per_a=1.140 homo_ev=-8.352 molar_mass_da=125.2 smiles=NCCNCN.O.O energy_ha=-438.0232 homo_lumo_gap_ev=9.10 de_lowest_kcal_mol=2.67
C -0.633 0.313 0.785 -0.3 -0.3 -0.2
N 0.682 -0.080 0.321 0.2 0.5 0.3
C 1.138 0.591 -0.867 0.4 0.2 0.1
N 0.596 0.033 -2.097 -0.2 -0.9 -0.4
C -1.195 -0.712 1.800 -0.5 0.8 -0.6
N -2.258 -1.525 1.254 -0.1 -0.9 0.3
H -1.371 0.325 -0.032 0.0 0.1 -0.1
H -0.606 1.338 1.167 0.2 -0.1 0.2
H 0.743 -1.082 0.211 0.0 -0.1 -0.1
H 2.232 0.524 -0.878 -0.1 -0.2 -0.4
H 0.954 1.661 -0.793 -0.3 0.1 0.3
H -0.340 0.274 -2.399 0.3 0.5 0.2
H 1.224 -0.038 -2.881 0.0 0.2 0.1
H -0.419 -1.391 2.132 0.3 0.1 0.2
H -1.564 -0.148 2.649 -0.1 -0.1 0.4
H -1.904 -2.073 0.476 -0.4 0.1 -0.1
H -3.110 -1.045 0.997 0.3 0.2 0.0
H -0.729 -3.158 -1.921 -0.1 0.4 0.2
H -0.471 -1.659 -1.612 0.2 0.0 -0.2
O -1.102 -2.385 -1.468 0.1 -0.4 -0.1
H 3.240 3.036 1.153 0.0 0.3 0.0
H 2.562 4.379 0.724 0.3 -0.1 0.1
O 2.439 3.429 0.793 -0.3 -0.2 -0.1

3.
16
Properties=species:S:1:pos:R:3:forces:R:3 method="wB97M-V/def2-TZVPD" largest_force_ev_per_a=4.356 homo_ev=-9.093 molar_mass_da=112.1 smiles="CC1=N[C@@H]1/C(C)=N/O" energy_ha=-379.9012 homo_lumo_gap_ev=9.91 de_lowest_kcal_mol=117.35
C 0.679 0.447 1.004 -2.1 0.4 2.2
C 1.562 -0.404 0.298 0.1 0.6 1.7
C -0.817 0.149 0.696 0.0 -0.4 -2.2
C 2.119 -0.675 -0.966 0.9 -1.6 -1.6
C -1.559 1.380 0.205 0.7 -3.9 -1.8
N 1.589 -0.668 1.513 -0.3 -0.6 -0.2
N -1.121 -1.029 0.218 1.7 0.5 1.5
O -2.262 -1.181 -0.606 0.0 1.1 0.9
H 0.908 1.424 1.518 -0.4 -0.9 -1.2
H 2.070 -1.817 -1.152 0.7 2.0 0.1
H 1.591 -0.137 -1.741 -0.3 -0.1 -0.3
H 3.098 -0.164 -0.896 0.1 -1.0 -0.5
H -1.586 2.142 0.870 0.5 2.7 1.6
H -1.036 1.435 -0.770 -0.4 1.3 0.4
H -2.541 1.032 0.001 -1.1 0.1 -0.3
H -2.694 -1.935 -0.192 0.0 -0.2 -0.2